The following is a quantum chemistry calculation of the molecule C2H3BrN2, from OMol25.

Output
E_HOMO: -8.37 eV
Relative energy (zero: lowest compared OMol25 entry of this formula, charge and spin): 9.1 kcal per mole

```
! wB97M-V def2-TZVPD RIJCOSX def2/J DEFGRID3
* xyz 0 1
C 0.60 -0.11 -0.24
C -0.82 0.53 -0.04
N 0.76 -1.34 0.09
N 0.73 -2.46 0.11
Br 1.98 1.22 -0.05
H -0.71 1.21 0.91
H -1.57 -0.34 0.00
H -0.97 1.30 -0.76
*
```

=====

The following is a quantum chemistry calculation of a structure of composition C23H19N3O9Pt, from OMol25.

Output
E_HOMO: -3.10 eV
Relative energy (zero: lowest compared OMol25 entry of this formula, charge and spin): 0.0 kcal per mole

```
! wB97M-V def2-TZVPD RIJCOSX def2/J DEFGRID3
* xyz -2 1
Pt -1.39 0.81 0.38
C 0.64 -1.30 0.95
N 0.22 -0.38 -0.12
C -0.10 -1.19 -1.32
C 1.36 0.53 -0.46
C 0.82 1.73 -1.17
C 1.56 2.49 -2.07
C 1.00 3.63 -2.64
C -0.30 3.99 -2.30
C -1.04 3.22 -1.41
C -0.50 2.07 -0.83
H 1.53 -1.86 0.62
H -0.18 -1.97 1.19
H 0.87 -0.72 1.85
H 0.75 -1.83 -1.57
H -0.34 -0.52 -2.14
H -0.98 -1.80 -1.10
H 2.12 -0.03 -1.01
H 1.81 0.83 0.49
H 2.57 2.19 -2.33
H 1.57 4.22 -3.34
H -0.74 4.88 -2.74
H -2.06 3.51 -1.15
O -4.80 2.84 1.61
C -3.94 1.96 1.53
O -2.94 2.06 0.74
C -4.07 0.77 2.48
C -5.13 0.84 3.35
C -5.42 -0.17 4.26
C -4.62 -1.31 4.32
C -3.55 -1.38 3.48
C -3.21 -0.39 2.49
O -2.25 -0.61 1.70
N -2.71 -2.57 3.63
O -3.28 -3.64 3.84
O -1.50 -2.44 3.60
N -6.54 -0.05 5.16
O -6.75 -0.96 5.95
O -7.23 0.95 5.10
H -5.75 1.72 3.30
H -4.84 -2.10 5.02
O 3.64 -1.87 -0.92
C 3.49 -2.75 -1.80
O 2.44 -3.34 -2.13
C 4.76 -3.15 -2.56
C 5.98 -2.56 -2.27
C 7.13 -2.92 -2.97
C 7.07 -3.89 -3.96
C 5.85 -4.49 -4.26
C 4.71 -4.12 -3.56
H 6.00 -1.81 -1.49
H 8.08 -2.45 -2.73
H 7.96 -4.17 -4.50
H 5.80 -5.24 -5.03
H 3.74 -4.57 -3.77
*
```

=====

The following is a quantum chemistry calculation of a cluster of 2 separate species, C7H16N in total, from OMol25.

Output
E_HOMO (alpha / beta): -11.93 / -12.80 eV
Relative energy (zero: lowest compared OMol25 entry of this formula, charge and spin): 158.9 kcal per mole

```
! wB97M-V def2-TZVPD RIJCOSX def2/J DEFGRID3
* xyz 1 1
C 0.30 -3.08 1.17
C 0.97 -2.10 1.73
C 1.23 -0.73 -1.27
C -1.35 0.19 -0.78
C -0.77 1.33 1.27
C -0.22 2.26 -0.92
C 0.89 0.27 -0.12
N -0.29 1.01 -0.14
H -0.20 -3.82 1.80
H 0.10 -3.18 0.13
H 1.60 -1.79 2.61
H 0.69 -1.60 -1.16
H 1.13 -0.14 -2.18
H 2.21 -1.02 -1.19
H -1.43 -0.90 -0.53
H -2.23 0.68 -0.51
H -1.17 0.09 -1.95
H -1.07 0.42 1.93
H 0.16 1.67 1.88
H -1.46 2.06 1.25
H 0.24 2.96 -0.25
H 0.24 2.10 -1.98
H -1.24 2.54 -1.19
H 1.66 0.77 0.41
*
```

=====

The following is a quantum chemistry calculation of a cluster of 5 separate species, C4H16N2O6 in total, from OMol25.

Output
E_HOMO: -9.78 eV
Relative energy (zero: lowest compared OMol25 entry of this formula, charge and spin): 78.8 kcal per mole

```
! wB97M-V def2-TZVPD RIJCOSX def2/J DEFGRID3
* xyz 0 1
C -0.54 2.90 0.31
C -0.02 1.47 0.03
N 0.84 0.83 1.05
C 0.98 1.51 -1.19
O 1.59 2.54 -1.32
N 1.24 0.40 -1.98
C 0.67 -0.90 -1.63
O 1.41 -1.79 -1.89
H -1.09 3.21 -0.52
H -1.27 2.90 1.24
H 0.24 3.52 0.86
H -0.85 0.76 -0.20
H 1.70 1.29 1.25
H 0.32 0.84 1.95
H 2.07 0.45 -2.55
H -0.17 -0.82 -1.29
O -1.13 0.68 3.32
H -1.42 0.03 2.60
H -0.75 0.44 4.09
O -2.83 -0.65 -1.55
H -3.00 -1.20 -0.82
H -3.62 -0.78 -1.95
O -1.12 -3.22 0.41
H -0.81 -3.69 1.10
H -0.49 -2.70 0.02
O 0.37 -2.41 2.36
H 1.15 -2.50 2.96
H 0.64 -1.57 2.05
*
```

=====

The following is a quantum chemistry calculation of a structure of composition C16H28F6LiN4P, from OMol25.

Output
E_HOMO: -11.28 eV
Relative energy (zero: lowest compared OMol25 entry of this formula, charge and spin): 0.0 kcal per mole

```
! wB97M-V def2-TZVPD RIJCOSX def2/J DEFGRID3
* xyz 0 1
Li -0.31 0.45 0.24
P -2.66 -1.70 0.09
F -3.26 -1.43 -1.41
F -1.18 -1.31 -0.49
F -2.88 -0.13 0.45
F -2.01 -1.90 1.54
F -4.13 -2.08 0.63
F -2.39 -3.25 -0.29
C -1.13 -2.93 4.39
C 0.40 -2.95 4.49
C 0.95 -1.50 4.50
C 0.73 -0.86 3.21
N 0.55 -0.36 2.19
H -1.54 -3.93 4.59
H -1.49 -2.64 3.41
H -1.51 -2.37 5.24
H 0.81 -3.51 3.64
H 0.75 -3.42 5.41
H 2.01 -1.50 4.75
H 0.44 -0.92 5.26
C 1.38 -1.35 -5.48
C 0.98 -0.67 -4.18
C -0.50 -0.29 -4.13
C -0.74 0.66 -3.02
N -0.88 1.32 -2.11
H 2.44 -1.63 -5.50
H 1.15 -0.76 -6.37
H 0.88 -2.30 -5.69
H 1.63 0.20 -4.05
H 1.25 -1.34 -3.36
H -1.12 -1.17 -3.99
H -0.76 0.18 -5.07
C -4.55 2.89 1.65
C -3.68 4.09 2.09
C -2.57 4.42 1.08
C -1.67 3.27 0.98
N -0.99 2.36 0.88
H -5.27 3.19 0.89
H -5.14 2.55 2.50
H -4.00 2.05 1.24
H -3.29 3.86 3.08
H -4.36 4.95 2.10
H -2.01 5.33 1.27
H -2.98 4.54 0.07
C 4.92 0.65 -2.65
C 4.98 -0.33 -1.48
C 4.18 0.10 -0.24
C 2.75 0.08 -0.49
N 1.62 0.04 -0.68
H 5.25 0.18 -3.58
H 5.53 1.53 -2.48
H 3.90 1.00 -2.82
H 6.01 -0.52 -1.16
H 4.66 -1.30 -1.85
H 4.47 1.08 0.15
H 4.35 -0.62 0.56
*
```

=====

The following is a quantum chemistry calculation of a cluster of 2 separate species, C2H5IO3 in total, from OMol25.

Output
E_HOMO: -9.20 eV
Relative energy (zero: lowest compared OMol25 entry of this formula, charge and spin): 118.4 kcal per mole

```
! wB97M-V def2-TZVPD RIJCOSX def2/J DEFGRID3
* xyz 0 1
C 1.21 0.20 -1.28
C 0.47 -0.12 -0.02
O -0.02 0.56 2.01
O 0.40 0.81 0.79
O -1.86 -0.66 0.80
I -3.81 -0.08 0.79
H 1.27 1.22 -1.41
H 0.91 -0.39 -2.17
H 2.31 -0.20 -1.12
H 0.36 -1.14 0.20
H -1.25 -0.20 1.41
*
```

=====

The following is a quantum chemistry calculation of the molecule C4H7NO3, from OMol25.

Output
E_HOMO: -7.86 eV
Relative energy (zero: lowest compared OMol25 entry of this formula, charge and spin): 130.0 kcal per mole

```
! wB97M-V def2-TZVPD RIJCOSX def2/J DEFGRID3
* xyz 0 1
C 1.38 -1.10 0.85
C 0.33 -0.56 -0.08
C 0.38 0.67 -0.79
N 0.71 1.83 -0.23
C -0.92 -1.16 -0.26
O -1.46 -2.21 -0.03
O -1.67 -0.05 -1.04
O -2.34 0.82 -0.08
H 1.24 -2.17 1.02
H 2.39 -0.98 0.45
H 1.36 -0.60 1.83
H 0.35 0.73 -1.88
H 0.59 2.69 -0.75
H 0.70 1.89 0.78
H -3.04 0.21 0.22
*
```

=====

The following is a quantum chemistry calculation of a cluster of 2 separate species, C18H18FN2O5 in total, from OMol25.

Output
E_HOMO: -3.40 eV
Relative energy (zero: lowest compared OMol25 entry of this formula, charge and spin): 19.7 kcal per mole

```
! wB97M-V def2-TZVPD RIJCOSX def2/J DEFGRID3
* xyz -1 1
C -5.09 2.53 1.88
O -4.50 1.29 2.34
C -3.16 1.13 2.12
C -2.59 -0.12 2.46
C -1.27 -0.35 2.19
C -0.42 0.65 1.66
C 0.98 0.34 1.44
C 2.00 1.26 1.55
C 3.35 0.91 1.26
N 4.46 0.63 1.03
C 1.84 2.55 2.13
N 1.69 3.60 2.64
C -1.00 1.90 1.36
C -2.34 2.15 1.57
H -6.14 2.41 2.14
H -4.64 3.39 2.39
H -4.96 2.64 0.79
H -3.24 -0.86 2.92
H -0.85 -1.34 2.39
H 1.24 -0.69 1.21
H -0.36 2.67 0.93
H -2.78 3.12 1.33
C -3.20 -2.02 -2.19
C -2.06 -2.41 -1.29
O -0.98 -1.50 -1.58
C 0.13 -1.74 -0.85
C 1.23 -1.05 -1.45
F 0.99 -0.42 -2.60
C 2.60 -1.22 -1.08
O 2.98 -1.81 -0.08
O 3.38 -0.59 -1.99
C 4.80 -0.89 -1.92
C 5.43 -0.06 -3.01
O 0.17 -2.45 0.15
H -4.03 -2.71 -2.04
H -3.56 -1.00 -1.97
H -2.91 -2.06 -3.25
H -2.34 -2.32 -0.23
H -1.73 -3.43 -1.49
H 5.17 -0.62 -0.92
H 4.95 -1.96 -2.11
H 6.50 -0.27 -3.06
H 5.00 -0.29 -3.99
H 5.29 1.01 -2.81
*
```

=====

The following is a quantum chemistry calculation of a structure of composition C46H53CsFN9O3S3, from OMol25.

Output
E_HOMO: -1.26 eV
Relative energy (zero: lowest compared OMol25 entry of this formula, charge and spin): 0.0 kcal per mole

```
! wB97M-V def2-TZVPD RIJCOSX def2/J DEFGRID3
* xyz -2 1
Cs -0.85 -1.46 0.44
S 4.55 -0.16 1.79
C 4.41 0.26 0.16
S 3.08 -0.18 -0.85
C 5.40 1.07 -0.44
C 5.34 1.50 -1.78
N 5.35 1.90 -2.87
C 6.54 1.53 0.25
N 7.50 1.94 0.75
C -7.26 -1.90 -4.33
C -6.06 -2.77 -4.73
C -5.86 -2.84 -6.24
C -5.48 -1.47 -6.80
C -4.34 -0.88 -6.02
C -3.53 0.09 -6.57
C -2.46 0.62 -5.85
F -1.72 1.58 -6.44
C -2.16 0.18 -4.59
C -2.96 -0.81 -4.00
C -2.61 -1.28 -2.65
O -1.54 -0.94 -2.15
C -3.57 -2.17 -2.04
C -4.59 -2.63 -2.80
N -4.84 -2.28 -4.10
C -4.06 -1.32 -4.71
C -3.57 -2.61 -0.56
O -3.72 -3.81 -0.32
O -3.44 -1.66 0.24
H -8.17 -2.25 -4.81
H -7.10 -0.86 -4.60
H -7.41 -1.94 -3.25
H -6.22 -3.78 -4.35
H -6.77 -3.21 -6.71
H -5.06 -3.55 -6.45
H -6.34 -0.80 -6.77
H -5.19 -1.56 -7.85
H -3.71 0.46 -7.58
H -1.32 0.58 -4.03
H -5.27 -3.35 -2.38
C 0.18 6.87 1.41
C 1.39 6.03 1.00
C 2.51 6.19 2.03
C 1.90 6.54 -0.35
C 0.98 4.56 0.93
C 1.08 3.79 -0.22
C 0.72 2.45 -0.18
N 0.28 1.84 0.91
C 0.18 2.56 2.03
C 0.51 3.91 2.07
C -0.24 1.80 3.24
C -0.40 2.41 4.49
C -0.71 1.64 5.60
C -0.84 0.27 5.40
C -0.67 -0.26 4.13
N -0.38 0.49 3.07
C -0.89 2.23 7.00
C -0.69 3.74 7.02
C -2.31 1.92 7.49
C 0.13 1.59 7.94
H 0.45 7.93 1.47
H -0.20 6.57 2.39
H -0.64 6.76 0.70
H 2.83 7.23 2.08
H 3.37 5.58 1.77
H 2.18 5.89 3.03
H 2.20 7.58 -0.25
H 1.13 6.48 -1.12
H 2.77 5.97 -0.69
H 1.47 4.19 -1.15
H 0.84 1.82 -1.06
H 0.44 4.46 3.00
H -0.27 3.48 4.59
H -1.07 -0.40 6.22
H -0.73 -1.32 3.93
H -1.42 4.26 6.39
H 0.31 4.02 6.69
H -0.82 4.11 8.04
H -3.06 2.36 6.83
H -2.46 2.32 8.50
H -2.49 0.84 7.53
H 1.15 1.78 7.60
H 0.00 0.51 8.00
H 0.02 2.00 8.95
C -0.34 -4.11 -4.08
N 0.87 -3.35 -3.95
C 0.94 -1.98 -4.43
C 2.33 -1.53 -3.98
N 2.75 -2.60 -3.08
C 1.86 -3.62 -3.06
S 1.97 -5.01 -2.14
H -1.20 -3.51 -3.77
H -0.27 -4.99 -3.45
H -0.50 -4.42 -5.12
H 0.13 -1.39 -3.98
H 0.82 -1.94 -5.52
H 2.33 -0.58 -3.44
H 3.02 -1.44 -4.81
H 3.26 -2.35 -2.24
N 0.31 -3.27 2.81
C 1.38 -3.65 2.61
N 2.59 -4.14 2.42
C 3.67 -3.52 3.20
C 4.98 -4.22 2.87
C 5.35 -4.01 1.39
C 4.10 -3.80 0.53
C 2.94 -4.61 1.05
H 3.41 -3.62 4.26
H 3.74 -2.45 2.95
H 4.87 -5.28 3.09
H 5.76 -3.83 3.52
H 5.91 -4.88 1.04
H 5.99 -3.13 1.29
H 4.29 -4.06 -0.51
H 3.83 -2.74 0.55
H 3.18 -5.68 1.10
H 2.07 -4.50 0.41
*
```

=====

The following is a quantum chemistry calculation of a structure of composition C12H31N2O8V, from OMol25.

Output
E_HOMO (alpha / beta): -4.05 / -4.05 eV
Relative energy (zero: lowest compared OMol25 entry of this formula, charge and spin): 0.0 kcal per mole

```
! wB97M-V def2-TZVPD RIJCOSX def2/J DEFGRID3
* xyz -1 2
O -1.81 1.29 0.10
V -0.56 0.42 0.65
O -0.95 -0.66 1.78
C 0.20 2.78 4.39
C -0.49 2.64 3.01
C -1.38 3.84 2.54
O 0.33 2.10 2.07
H 0.45 1.81 4.81
H -0.54 3.26 5.03
H 1.14 3.32 4.50
H -1.14 1.78 3.23
H -2.03 4.32 3.27
H -2.03 3.52 1.72
H -0.68 4.56 2.11
O 3.80 2.35 -0.49
C 3.95 0.97 -0.77
C 2.58 0.12 -0.92
O 1.52 0.47 -0.01
H 4.77 0.64 -0.13
H 4.43 0.88 -1.75
H 2.75 -0.94 -1.12
H 2.23 0.37 -1.92
C -0.80 -2.13 -1.42
O -1.22 -1.08 -0.96
N 0.39 -2.63 -1.27
N -1.58 -3.13 -1.90
H 0.54 -3.52 -1.72
H 1.07 -2.04 -0.81
H -2.52 -2.75 -1.96
H -1.17 -3.89 -2.42
C -2.75 0.89 -3.25
C -3.08 1.82 -4.39
C -4.54 1.89 -4.73
O -2.58 3.06 -4.14
H -1.66 0.80 -3.22
H -2.96 -0.17 -3.40
H -3.06 1.36 -2.32
H -2.50 1.54 -5.27
H -4.70 1.29 -5.63
H -4.84 2.90 -5.01
H -5.19 1.70 -3.87
H -3.31 3.52 -3.71
C 2.09 -4.43 2.90
C 2.64 -3.33 2.04
C 2.23 -1.87 2.43
O 4.04 -3.43 2.20
H 1.99 -5.40 2.42
H 1.12 -4.22 3.36
H 2.61 -4.52 3.85
H 2.54 -3.40 0.95
H 3.03 -1.15 2.26
H 2.07 -1.90 3.51
H 1.28 -1.66 1.95
H 4.27 -3.97 1.44
*
```

=====

The following is a quantum chemistry calculation of the ion C12H21N2 with charge +1, from OMol25.

Output
E_HOMO (alpha / beta): -9.18 / -12.17 eV

```
! wB97M-V def2-TZVPD RIJCOSX def2/J DEFGRID3
* xyz 1 3
C 3.71 -0.29 0.43
C 2.70 -1.38 -0.01
C 3.01 0.48 1.30
C 1.45 -0.99 0.58
C -1.99 -0.28 0.52
C -0.88 -1.12 1.25
C -1.46 1.11 0.32
C -0.73 1.35 -0.95
C -2.71 2.08 0.30
C 0.30 2.24 -0.99
C -1.13 0.54 -2.12
C 0.09 -2.56 -0.57
N 1.68 0.02 1.38
N 0.28 -1.58 0.48
H 4.71 -0.11 0.22
H 3.06 -2.47 0.13
H 3.29 1.24 1.94
H -2.27 -0.75 -0.47
H -2.91 -0.14 1.17
H -0.55 -0.71 2.20
H -1.37 -2.09 1.53
H -0.88 1.36 1.21
H -3.65 1.79 -0.22
H -2.56 2.99 -0.30
H -2.92 2.43 1.25
H 0.95 2.22 -1.85
H 2.73 -1.35 -1.04
H 0.56 2.71 -0.08
H -1.16 -0.47 -1.68
H -0.35 0.74 -2.83
H -2.06 0.67 -2.58
H 0.86 -3.32 -0.25
H -1.02 -2.80 -0.61
H 0.44 -1.98 -1.50
H 0.80 0.44 1.84
*
```

=====

The following is a quantum chemistry calculation of the ion C9H17N5O with charge +2, from OMol25.

Output
E_HOMO: -17.20 eV
Relative energy (zero: lowest compared OMol25 entry of this formula, charge and spin): 57.6 kcal per mole

```
! wB97M-V def2-TZVPD RIJCOSX def2/J DEFGRID3
* xyz 2 1
C -0.07 0.79 -2.81
N -0.42 0.18 -1.48
C -1.30 -1.01 -1.72
C -1.38 1.32 -0.88
O -1.92 2.07 -1.58
C -1.38 1.23 0.58
N -2.36 1.75 1.34
C -2.11 1.45 2.55
N -1.00 0.56 2.65
C -0.49 0.42 1.30
N 0.67 -0.35 0.92
C 1.90 0.14 1.64
C 0.53 -1.77 1.33
C 0.92 0.05 -0.78
N 1.85 -0.77 -1.35
H 0.74 0.38 -3.29
H -0.93 0.63 -3.42
H 0.27 1.83 -2.75
H -0.70 -1.84 -1.98
H -1.94 -1.32 -0.84
H -1.87 -0.83 -2.54
H -2.57 1.91 3.38
H -0.50 0.37 3.58
H 2.83 -0.38 1.20
H 2.04 1.18 1.29
H 1.74 -0.06 2.76
H 1.47 -2.29 1.17
H 0.36 -1.88 2.39
H -0.29 -2.43 0.87
H 1.35 0.90 -0.49
H 2.77 -0.47 -1.57
H 1.80 -1.75 -1.48
*
```

=====

no.,molecular weight (g/mol)
1,135.0
2,676.5
3,114.2
4,188.2
5,428.3
6,204.0
7,117.1
8,361.3
9,1028.1
10,382.3
11,193.3
12,211.3